(1)
Molecular formula: C90H210N10O20
Method: DFT, ωB97M-V with the def2-TZVPD basis set

The geometry in ORCA input format:
```
! wB97M-V def2-TZVPD RIJCOSX def2/J DEFGRID3
* xyz 0 1
C 2.75 1.40 0.32
C 1.16 1.13 0.14
C 0.52 2.59 -0.02
C -0.98 2.54 -0.36
C -1.12 1.74 -1.65
C -0.51 0.33 -1.65
N 0.83 0.45 -1.11
O 1.36 -0.91 -0.98
C -1.46 -0.66 -0.85
C -0.47 -0.15 -3.12
C 0.84 0.43 1.44
H 3.35 0.52 0.53
H 2.90 2.05 1.18
H 3.18 1.95 -0.53
H 0.74 3.12 0.88
H 1.07 3.07 -0.82
H -1.32 3.56 -0.64
H -1.57 1.98 0.42
H -0.66 2.32 -2.45
H -2.22 1.75 -1.88
H -1.84 -0.18 0.06
H -2.20 -1.02 -1.52
H -0.96 -1.58 -0.68
H 0.15 -1.12 -3.11
H -1.42 -0.38 -3.56
H 0.12 0.57 -3.70
H 1.41 -0.42 1.69
H -0.23 0.21 1.56
H 1.14 1.20 2.21
H 2.17 -1.06 -1.52
C -5.29 -2.30 -1.52
C -6.66 -1.95 -0.91
C -6.53 -2.13 0.60
C -5.92 -0.81 1.23
C -6.68 0.46 0.86
C -6.76 0.60 -0.61
N -7.29 -0.64 -1.20
O -7.32 -0.48 -2.62
C -7.79 1.67 -0.91
C -5.44 1.07 -1.24
C -7.66 -3.04 -1.38
H -5.28 -1.88 -2.51
H -5.14 -3.36 -1.58
H -4.50 -1.77 -0.89
H -7.50 -2.29 1.07
H -5.87 -2.97 0.79
H -4.93 -0.74 0.80
H -5.87 -0.98 2.27
H -6.16 1.36 1.26
H -7.71 0.42 1.29
H -7.51 2.49 -0.24
H -7.77 1.85 -1.98
H -8.79 1.41 -0.62
H -5.00 1.92 -0.75
H -4.60 0.38 -1.20
H -5.61 1.28 -2.37
H -7.50 -4.06 -1.02
H -7.73 -3.15 -2.48
H -8.71 -2.71 -1.04
H -8.25 -0.49 -2.81
C 0.82 -4.96 -7.03
C 0.36 -3.49 -7.15
C -0.35 -3.13 -8.46
C -1.70 -3.82 -8.60
C -2.61 -3.37 -7.47
C -1.99 -3.65 -6.09
N -0.66 -3.03 -6.12
O -0.07 -2.96 -4.90
C -2.76 -2.78 -5.05
C -2.09 -5.15 -5.71
C 1.54 -2.55 -6.94
H 1.87 -5.02 -7.39
H 0.16 -5.70 -7.53
H 0.78 -5.24 -5.97
H -0.45 -2.01 -8.46
H 0.30 -3.33 -9.34
H -1.59 -4.89 -8.56
H -2.24 -3.60 -9.53
H -3.58 -3.88 -7.56
H -2.76 -2.31 -7.48
H -3.78 -3.00 -5.13
H -2.47 -3.05 -4.04
H -2.54 -1.73 -5.23
H -2.10 -5.84 -6.58
H -1.22 -5.37 -5.06
H -2.97 -5.25 -5.12
H 2.18 -2.51 -7.84
H 2.21 -3.05 -6.18
H 1.29 -1.55 -6.57
H 0.15 -3.85 -4.47
C -4.60 5.02 -7.17
C -3.65 4.83 -6.01
C -4.29 4.43 -4.69
C -4.61 2.95 -4.58
C -3.34 2.18 -4.87
C -2.67 2.49 -6.17
N -2.38 3.96 -6.21
O -1.79 4.36 -7.40
C -1.29 1.82 -6.23
C -3.47 1.99 -7.43
C -3.05 6.19 -5.79
H -5.37 5.77 -6.99
H -5.13 4.07 -7.32
H -4.21 5.29 -8.15
H -3.58 4.67 -3.94
H -5.01 5.17 -4.45
H -5.46 2.60 -5.21
H -4.88 2.89 -3.48
H -3.46 1.09 -4.80
H -2.59 2.38 -4.15
H -0.74 2.20 -7.10
H -0.78 2.07 -5.29
H -1.29 0.71 -6.40
H -2.99 2.31 -8.34
H -3.49 0.87 -7.47
H -4.50 2.34 -7.40
H -3.83 6.95 -5.56
H -2.44 6.53 -6.67
H -2.31 6.28 -4.99
H -2.46 4.22 -8.07
C 5.43 3.93 1.14
C 6.75 3.37 0.64
C 7.59 4.47 0.06
C 8.44 5.23 1.02
C 9.31 4.17 1.77
C 8.46 3.21 2.55
N 7.55 2.54 1.58
O 6.76 1.56 2.18
C 9.26 2.03 3.10
C 7.73 3.94 3.74
C 6.38 2.25 -0.47
H 4.75 3.13 1.42
H 4.87 4.37 0.34
H 5.55 4.61 1.97
H 8.19 3.99 -0.67
H 7.07 5.23 -0.54
H 7.79 5.72 1.74
H 9.12 6.03 0.57
H 10.00 4.75 2.42
H 9.92 3.54 1.00
H 10.24 2.40 3.40
H 8.81 1.60 3.99
H 9.38 1.24 2.38
H 7.33 4.89 3.34
H 6.82 3.41 4.19
H 8.46 4.18 4.49
H 7.29 1.88 -0.79
H 6.01 2.82 -1.28
H 5.70 1.48 -0.14
H 6.22 2.04 2.80
C -1.54 6.05 0.78
C -1.30 7.13 1.86
C -0.89 8.51 1.33
O -2.48 7.14 2.60
H -0.54 5.90 0.30
H -2.19 6.32 -0.07
H -1.95 5.17 1.33
H -0.45 6.82 2.45
H -1.79 9.01 0.96
H -0.06 8.43 0.63
H -0.53 9.12 2.20
H -2.64 7.93 3.10
C 3.38 0.09 -4.55
C 3.63 1.10 -3.41
C 4.63 2.21 -3.68
O 2.39 1.80 -3.17
H 2.58 -0.54 -4.30
H 4.22 -0.58 -4.72
H 3.10 0.73 -5.38
H 3.92 0.47 -2.56
H 4.46 2.96 -2.83
H 4.52 2.69 -4.67
H 5.66 1.94 -3.66
H 1.82 1.29 -2.51
C 1.42 5.20 -2.73
C 0.58 5.28 -3.98
C 1.57 5.06 -5.14
O -0.54 4.44 -3.86
H 0.76 5.43 -1.91
H 2.20 5.94 -2.70
H 1.87 4.24 -2.73
H 0.14 6.33 -4.06
H 1.19 5.20 -6.17
H 2.05 4.09 -5.00
H 2.33 5.85 -5.14
H -1.04 4.40 -4.68
C -1.16 -3.83 1.30
C 0.33 -3.84 1.62
C 0.51 -5.22 2.22
O 1.26 -3.51 0.57
H -1.42 -4.54 0.49
H -1.67 -2.89 1.13
H -1.65 -4.19 2.26
H 0.46 -3.04 2.41
H 0.02 -5.19 3.26
H 1.60 -5.45 2.42
H -0.02 -5.97 1.67
H 1.12 -2.63 0.20
C 4.24 3.56 5.41
C 4.22 2.05 5.33
C 2.84 1.40 5.21
O 5.00 1.68 4.21
H 5.14 3.98 5.73
H 3.43 3.93 6.07
H 4.12 3.89 4.36
H 4.68 1.62 6.33
H 2.21 1.77 6.08
H 2.97 0.32 5.20
H 2.30 1.70 4.28
H 5.40 0.82 4.37
C 6.49 -2.47 8.56
O 6.20 -1.67 7.44
C 7.38 -1.08 6.90
C 6.99 -0.26 5.69
N 6.05 -0.86 4.75
C 6.68 -1.81 3.76
C 5.55 -2.31 2.90
O 4.56 -2.78 3.82
C 3.25 -2.86 3.44
H 5.63 -3.07 8.83
H 6.73 -1.70 9.33
H 7.34 -3.14 8.37
H 8.15 -1.86 6.71
H 7.91 -0.54 7.73
H 7.83 0.20 5.16
H 6.35 0.59 6.03
H 5.30 -1.36 5.26
H 7.14 -2.55 4.41
H 7.38 -1.29 3.13
H 5.75 -3.11 2.16
H 5.07 -1.47 2.36
H 3.03 -3.44 2.55
H 2.92 -1.82 3.28
H 2.60 -3.23 4.26
C -3.33 -1.49 3.29
O -2.32 -1.93 4.17
C -1.32 -0.95 4.52
C -1.84 -0.07 5.67
N -2.05 -0.89 6.84
C -2.86 -0.20 7.88
C -2.73 -0.97 9.19
O -3.87 -1.88 9.24
C -3.78 -2.67 10.40
H -3.60 -2.37 2.66
H -2.96 -0.64 2.69
H -4.25 -1.07 3.71
H -1.23 -0.40 3.59
H -0.38 -1.44 4.73
H -2.71 0.56 5.34
H -1.06 0.72 5.74
H -2.61 -1.73 6.54
H -3.90 -0.07 7.55
H -2.29 0.82 7.99
H -2.72 -0.18 9.90
H -1.78 -1.49 9.32
H -4.69 -3.20 10.56
H -3.49 -2.16 11.27
H -3.06 -3.45 10.31
C -1.54 -7.43 4.83
O -2.38 -6.72 3.95
C -3.72 -7.17 4.01
C -4.63 -6.30 3.06
N -4.13 -5.95 1.75
C -4.04 -7.06 0.81
C -4.19 -6.59 -0.66
O -3.15 -5.80 -1.18
C -3.31 -5.53 -2.59
H -1.46 -8.50 4.61
H -2.07 -7.32 5.88
H -0.56 -7.01 4.90
H -4.01 -7.04 5.03
H -3.93 -8.24 3.76
H -4.81 -5.32 3.49
H -5.61 -6.75 2.85
H -3.20 -5.59 1.81
H -4.77 -7.80 1.14
H -3.06 -7.49 0.84
H -5.07 -5.89 -0.75
H -4.32 -7.48 -1.31
H -2.35 -5.10 -2.91
H -4.24 -4.98 -2.69
H -3.38 -6.52 -3.07
C 4.37 -1.95 -0.38
O 3.68 -2.10 -1.61
C 4.40 -2.80 -2.60
C 3.58 -3.41 -3.71
N 3.15 -4.76 -3.32
C 2.03 -4.72 -2.32
C 1.26 -6.06 -2.22
O 0.43 -6.07 -3.33
C 0.01 -7.30 -3.70
H 5.02 -1.02 -0.37
H 4.93 -2.82 -0.18
H 3.55 -1.78 0.35
H 4.88 -3.66 -2.13
H 5.13 -2.04 -2.99
H 4.16 -3.50 -4.65
H 2.75 -2.72 -3.92
H 2.78 -5.14 -4.20
H 1.27 -3.93 -2.49
H 2.53 -4.49 -1.39
H 0.67 -6.07 -1.27
H 1.93 -6.98 -2.32
H 0.84 -7.99 -3.71
H -0.44 -7.33 -4.68
H -0.78 -7.68 -3.02
C -6.25 2.35 4.20
O -5.09 1.57 4.13
C -4.00 2.39 3.53
C -3.36 3.57 4.39
N -2.13 4.03 3.78
C -0.96 3.36 4.30
C 0.26 4.20 4.08
O 0.16 5.37 4.90
C 1.38 6.12 4.95
H -6.24 3.18 4.89
H -6.98 1.56 4.38
H -6.62 2.79 3.30
H -4.43 2.76 2.63
H -3.28 1.62 3.37
H -3.23 3.28 5.46
H -4.08 4.41 4.39
H -2.02 5.04 3.93
H -0.81 2.40 3.76
H -1.16 3.04 5.33
H 0.31 4.50 3.03
H 1.16 3.62 4.35
H 1.62 6.70 4.03
H 2.21 5.45 5.16
H 1.33 6.91 5.72
*
```

## Properties
**Energy**: -5606.8531 Eh
**Gap between HOMO and LUMO**: 8.72 eV
**Lowest unoccupied orbital energy**: 0.652 eV
**Energy above the lowest of the compared OMol25 structures with the same formula, charge and spin**: 536.3 kJ/mol
**Strongest force on any atom**: 3.44 eV Å⁻¹

Löwdin population analysis, charges in e, atoms 1 to 6:
1 C -0.006
2 C -0.424
3 C -0.097
4 C -0.153
5 C -0.151
6 C -0.475

=====

(2)
Molecular formula: C19H28ErNO4
Method: DFT, ωB97M-V with the def2-TZVPD basis set

The geometry in ORCA input format:
```
! wB97M-V def2-TZVPD RIJCOSX def2/J DEFGRID3
* xyz 0 4
O 0.44 0.20 -4.46
C 0.27 1.50 -5.10
C 0.03 0.90 -6.49
H 1.19 2.11 -5.03
H -0.59 2.05 -4.70
C 0.25 -0.45 -5.75
H 0.81 1.13 -7.23
H -0.98 1.03 -6.89
C 1.48 -1.19 -6.23
H 2.35 -0.53 -6.26
H 1.30 -1.58 -7.24
H 1.70 -2.04 -5.57
C -0.97 -1.35 -5.76
H -1.86 -0.81 -5.44
H -0.81 -2.21 -5.09
H -1.13 -1.74 -6.77
Er 0.05 0.06 3.43
C -2.10 -0.58 4.76
C -1.86 0.82 4.95
C -2.09 1.47 3.69
H -1.65 1.33 5.89
C -2.44 0.47 2.73
C -2.44 -0.79 3.39
H -2.73 -1.74 2.94
H -2.09 -1.33 5.55
H -2.07 2.55 3.51
H -2.77 0.66 1.71
C 1.11 -1.65 5.04
C 0.32 -2.43 4.15
C 0.88 -2.32 2.83
H -0.52 -3.07 4.42
C 2.04 -1.48 2.92
C 2.18 -1.07 4.29
H 3.01 -0.49 4.69
H 0.97 -1.56 6.12
H 0.55 -2.85 1.94
H 2.74 -1.27 2.12
O 0.20 0.44 1.26
C -0.14 -0.44 0.13
C -0.41 0.49 -1.05
H -1.01 -1.04 0.43
H 0.73 -1.08 -0.05
C 0.48 1.71 -0.75
H -1.46 0.80 -1.02
H -0.19 0.04 -2.02
C 0.44 1.83 0.76
H 0.13 2.61 -1.26
H 1.51 1.50 -1.08
H -0.42 2.44 1.09
H 1.37 2.20 1.21
O 1.89 2.94 5.76
N 1.19 2.03 5.42
O 1.11 1.79 4.10
*
```

## Properties
**Energy**: -2111.5125 Eh
**Gap between HOMO and LUMO (spin up / spin down)**: 8.24 / 8.28 eV
**Lowest unoccupied orbital energy (spin up / spin down)**: 0.276 / 0.276 eV
**Energy above the lowest of the compared OMol25 structures with the same formula, charge and spin**: 0.0 kJ/mol
**Strongest force on any atom**: 2.18 eV Å⁻¹

Löwdin population analysis, charges in e, atoms 1 to 6:
1 O -0.105
2 C -0.156
3 C -0.073
4 H 0.115
5 H 0.114
6 C -0.584

=====

(3)
Molecular formula: C19H19BF2NO
Method: DFT, ωB97M-V with the def2-TZVPD basis set

The geometry in ORCA input format:
```
! wB97M-V def2-TZVPD RIJCOSX def2/J DEFGRID3
* xyz 1 1
C 4.13 -3.52 -1.66
O 3.03 -3.71 -2.58
C 1.82 -3.11 -2.51
C 0.92 -3.45 -3.54
C -0.34 -2.91 -3.58
N -0.79 -2.04 -2.63
B -2.15 -1.48 -2.65
H -0.97 0.85 0.35
C 0.08 -1.69 -1.62
C 1.36 -2.20 -1.55
H 4.96 -4.14 -2.02
H 4.47 -2.48 -1.64
H 3.87 -3.84 -0.65
H 1.26 -4.13 -4.30
H -1.02 -3.17 -4.38
H -2.27 -0.43 -3.20
H -2.82 -1.80 -1.70
H -0.27 -0.99 -0.86
H 2.02 -1.89 -0.74
F 0.87 -1.51 5.48
C 0.33 -0.85 4.42
C -0.95 -1.20 4.00
C -1.53 -0.45 2.99
C -0.85 0.63 2.39
C -1.43 1.36 1.18
C -1.32 2.82 0.77
C -2.14 3.22 -0.30
C -1.99 4.45 -0.93
C -0.96 5.27 -0.49
F -0.76 6.46 -1.13
C -0.11 4.92 0.55
C -0.34 3.70 1.22
C 0.48 0.86 2.75
C 1.08 0.13 3.78
H -1.44 -2.08 4.41
H -2.51 -0.73 2.60
H -2.50 1.11 1.17
H -2.87 2.51 -0.69
H -2.61 4.73 -1.77
H 0.73 5.55 0.81
H 0.32 3.40 2.03
H 1.09 1.54 2.17
H 2.12 0.28 4.05
*
```

## Properties
**Energy**: -1089.6954 Eh
**Gap between HOMO and LUMO**: 6.19 eV
**Lowest unoccupied orbital energy**: -4.814 eV
**Energy above the lowest of the compared OMol25 structures with the same formula, charge and spin**: 0.0 kJ/mol
**Strongest force on any atom**: 2.61 eV Å⁻¹

Löwdin population analysis, charges in e, atoms 1 to 6:
1 C -0.013
2 O -0.040
3 C -0.211
4 C 0.065
5 C 0.005
6 N -0.034